1 | Here is 10 unconnected molecules or ions with the total composition H20O10 from the OMol25 dataset. Energies are from ωB97M-V/def2-TZVPD.

Geometry as XYZ:
```
30
H20O10 (ωB97M-V/def2-TZVPD)
O 0.57642 -0.24452 -0.56304
H -0.39716 -0.38229 -0.74880
H 0.74019 0.22320 -1.39237
O 3.52049 -0.00311 -2.38030
H 3.42420 -0.98911 -2.06270
H 4.45492 0.08669 -2.46874
O -0.66967 2.84412 2.47863
H -0.60956 1.83967 2.57313
H -1.59063 2.96812 2.62902
O 3.24812 -0.19760 2.41684
H 2.66594 -0.94122 2.15756
H 4.02096 -0.20842 1.92530
O -1.72934 -1.32385 -4.71945
H -2.07364 -0.94093 -5.52081
H -2.47952 -1.30205 -4.07968
O -0.22112 -0.61769 1.50191
H -0.56829 0.31002 1.52397
H 0.63610 -0.67920 1.18576
O -1.75649 2.18103 -0.94092
H -1.57817 1.41421 -1.46750
H -2.69862 2.14318 -0.62588
O 1.80580 1.89482 0.49363
H 2.06138 1.70343 1.44813
H 0.86368 1.97333 0.61662
O -1.31259 -3.48343 0.74196
H -0.49021 -3.89445 0.90936
H -1.83062 -3.43864 1.60033
O -2.44434 -0.58688 0.99094
H -3.40800 -0.61762 0.89079
H -2.16027 0.26918 0.88628
```

HOMO energy in hartree: -0.3724
Charge: 0
LUMO energy in eV: -0.14
Orbital gap in Eh: 0.36732
Molecular weight in g/mol: 180.150

2 | Here is 10 unconnected molecules or ions with the total composition H20O10 from the OMol25 dataset. Energies are from ωB97M-V/def2-TZVPD.

Geometry as XYZ:
```
30
H20O10 (ωB97M-V/def2-TZVPD)
O 6.71718 -23.85113 9.10713
H 6.85258 -23.38162 9.87161
H 6.20600 -24.63004 9.33989
O 2.70220 -26.20054 13.97923
H 2.35951 -26.20352 13.08988
H 2.32371 -26.90784 14.44198
O 4.38292 -21.86620 11.20265
H 4.66882 -20.99634 11.42718
H 4.44911 -22.28782 12.11494
O 5.52157 -26.18657 9.28291
H 5.53024 -26.20624 8.29827
H 4.66740 -25.74309 9.55845
O 2.48370 -24.72088 6.52763
H 1.55309 -24.68495 6.21971
H 2.83798 -23.96916 6.90959
O 4.75974 -24.74318 11.93924
H 4.47389 -24.28383 12.70181
H 4.72690 -25.68850 12.15695
O 2.34436 -26.57391 11.35073
H 2.95805 -27.29942 11.51501
H 1.56655 -26.93537 10.98390
O 1.68299 -23.62552 12.48987
H 1.71124 -22.95209 11.79325
H 0.88977 -24.12895 12.22306
O 0.85821 -24.22078 9.07189
H 0.47644 -24.70507 9.78784
H 1.77203 -24.44072 9.19315
O 3.40812 -24.68805 9.71815
H 3.92979 -23.95396 10.16825
H 3.26486 -25.11740 10.53717
```

HOMO energy in hartree: -0.3781
Charge: 0
LUMO energy in eV: -0.30
Orbital gap in Eh: 0.36713
Molecular weight in g/mol: 180.150

Tell me which of them is the least stable. Sure, it is 1.

1 | Here is 10 unconnected molecules or ions with the total composition H20O10 from the OMol25 dataset. Energies are from ωB97M-V/def2-TZVPD.

Geometry as XYZ:
```
30
H20O10 (ωB97M-V/def2-TZVPD)
O -0.22312 -0.59934 -0.22436
H -0.88264 -1.14473 -0.81896
H -0.54146 0.27638 -0.32894
O -3.37517 -1.74824 1.57089
H -4.05966 -1.12080 1.55170
H -2.65802 -1.51672 2.20443
O 0.40702 -3.00890 -0.50050
H 0.21296 -2.22237 -0.00498
H -0.31809 -3.63819 -0.17652
O 0.90095 1.83050 -2.26593
H -0.05243 1.67387 -2.43902
H 1.20838 2.63647 -2.60373
O 2.30997 0.23573 -2.75189
H 2.73940 0.70937 -3.49086
H 2.47090 0.90462 -2.12371
O 4.08678 -1.32084 1.67708
H 5.02736 -1.14825 1.97575
H 3.85639 -0.61042 1.11151
O -1.87305 3.71052 0.80902
H -1.34957 4.28395 0.27124
H -2.73430 3.97059 0.83205
O 1.90676 -0.90566 -0.61103
H 2.24000 -0.58432 0.18881
H 2.07099 -1.84907 -0.65625
O -5.20232 -0.81572 -0.87221
H -5.34147 -1.57581 -1.53434
H -5.98473 -1.00703 -0.34661
O 1.41999 1.30746 3.28217
H 2.32664 1.06105 3.43208
H 1.41154 2.21588 2.84313
```

HOMO energy in hartree: -0.3267
Charge: 0
LUMO energy in eV: 0.27
Orbital gap in Eh: 0.33662
Molecular weight in g/mol: 180.150

2 | Here is 10 unconnected molecules or ions with the total composition H20O10 from the OMol25 dataset. Energies are from ωB97M-V/def2-TZVPD.

Geometry as XYZ:
```
30
H20O10 (ωB97M-V/def2-TZVPD)
O 1.28063 2.72192 -0.47789
H 0.74072 1.91798 -0.38196
H 0.68921 3.39291 -0.82892
O -2.25726 0.76025 -2.75578
H -1.31086 0.59540 -2.69825
H -2.32728 1.63546 -3.14992
O 0.92301 -2.31637 2.22588
H 0.89902 -2.82806 1.40906
H 0.12138 -1.78093 2.22259
O -1.46925 -0.45583 1.99727
H -1.88132 -0.21825 2.83408
H -2.20138 -0.50375 1.37132
O 0.12449 -3.60628 -0.28076
H 0.37627 -4.09734 -1.07054
H -0.46253 -4.20343 0.19534
O -2.63182 2.08422 0.00066
H -1.99464 2.68649 0.39625
H -2.13916 1.61786 -0.68657
O 1.80539 -1.50238 -1.73600
H 1.24389 -1.36595 -2.50713
H 1.51368 -2.34376 -1.36676
O 3.09055 1.20518 -2.05515
H 2.77044 0.33752 -1.78850
H 2.52652 1.83274 -1.57183
O 0.27259 1.92177 3.57947
H 0.19135 1.02095 3.25254
H 0.24603 1.83931 4.53695
O -0.03273 0.24745 -0.35966
H 0.10199 -0.56956 -0.85604
H -0.20892 -0.02553 0.55024
```

HOMO energy in hartree: -0.3736
Charge: 0
LUMO energy in eV: -0.39
Orbital gap in Eh: 0.35931
Molecular weight in g/mol: 180.150

3 | Here is 10 unconnected molecules or ions with the total composition H20O10 from the OMol25 dataset. Energies are from ωB97M-V/def2-TZVPD.

Geometry as XYZ:
```
30
H20O10 (ωB97M-V/def2-TZVPD)
O -0.61815 0.27644 -0.25273
H 0.29394 0.41607 -0.53128
H -0.55961 -0.43685 0.39286
O -0.32428 -0.66270 4.88556
H -0.82201 -0.71556 5.70925
H -0.95459 -0.29889 4.25362
O -3.47517 1.27929 -3.56208
H -3.51936 1.59671 -2.65308
H -3.11412 0.38919 -3.48237
O 3.66649 1.20036 -1.47544
H 3.49551 2.02367 -1.94651
H 3.45550 1.40695 -0.55795
O -0.25920 -1.35961 -2.12206
H -0.74192 -0.60054 -1.77596
H 0.66069 -1.07190 -2.12313
O 2.72704 -1.75589 -0.56189
H 2.89278 -2.24380 -1.37642
H 1.89706 -2.12073 -0.23474
O 2.71283 -3.04808 2.28734
H 1.93187 -3.30486 2.79048
H 2.58186 -2.10904 2.11406
O 0.81739 2.02684 -1.07530
H 0.05690 2.60650 -0.95435
H 1.52819 2.46994 -0.59842
O -1.98409 0.53919 1.86705
H -2.52479 0.82330 2.61265
H -1.50051 -0.22300 2.20501
O -3.15797 1.43870 -0.43215
H -2.94953 1.33767 0.50344
H -2.94685 0.57909 -0.81360
```

HOMO energy in hartree: -0.3914
Charge: 0
LUMO energy in eV: -0.51
Orbital gap in Eh: 0.37266
Molecular weight in g/mol: 180.150

Tell me which of them is the least stable. Sure, it is 1.